Entry 1:
DFT (wB97M-V/def2-TZVPD) results for C31H48N2O6P2Sc as an isolated structure.

Element x y z (Å)
Sc -0.96 0.00 -1.19
C -2.68 1.64 0.00
C -3.23 0.88 -1.09
C -3.34 -0.41 0.83
C -2.79 0.85 1.19
C -3.61 -0.41 -0.57
C -2.42 3.10 -0.02
H -2.11 3.45 -1.01
H -1.63 3.37 0.69
H -3.33 3.67 0.25
C -2.57 1.33 2.58
H -1.81 2.13 2.60
H -2.24 0.50 3.22
H -3.50 1.75 3.02
C -3.73 -1.49 1.76
H -4.82 -1.56 1.86
H -3.32 -1.32 2.76
H -3.37 -2.46 1.40
C -4.37 -1.45 -1.29
H -4.76 -1.09 -2.25
H -5.23 -1.81 -0.70
H -3.76 -2.34 -1.50
C -3.69 1.48 -2.37
H -4.56 2.13 -2.15
H -4.01 0.73 -3.10
H -2.93 2.13 -2.83
C 1.20 0.42 -1.93
C 0.31 1.46 -2.09
C -0.31 1.80 -3.43
C -1.10 0.65 -4.14
C -1.47 -0.56 -3.30
C -0.54 -1.53 -2.96
C 0.83 -1.50 -3.62
C 1.76 -0.37 -3.09
H 0.50 2.13 -4.11
H -0.52 0.36 -5.03
H -0.97 2.67 -3.31
H 2.08 0.30 -3.91
H 1.83 0.38 -1.03
H 0.17 2.20 -1.28
H 2.68 -0.87 -2.74
H 1.33 -2.47 -3.51
H -0.87 -2.54 -2.68
H 0.72 -1.32 -4.71
H -2.03 1.09 -4.54
H -2.53 -0.83 -3.31
P 2.05 3.90 -0.19
C 1.82 4.10 1.61
H 2.77 4.02 2.16
H 1.15 3.31 1.98
H 1.35 5.08 1.81
C 3.80 3.34 -0.21
H 4.30 3.61 0.73
H 4.31 3.80 -1.07
H 3.82 2.25 -0.33
C 2.42 5.67 -0.56
H 2.65 5.75 -1.63
H 3.28 6.03 0.02
H 1.53 6.28 -0.35
P 0.71 -3.96 -0.73
C -0.35 -5.33 -1.31
H 0.26 -6.22 -1.55
H -0.89 -4.98 -2.20
H -1.09 -5.57 -0.52
C 2.29 -4.35 -1.57
H 2.15 -4.31 -2.66
H 2.63 -5.35 -1.25
H 3.03 -3.58 -1.29
C 1.07 -4.50 0.98
H 1.36 -5.56 0.98
H 0.16 -4.33 1.58
H 1.87 -3.88 1.40
O -0.80 -2.00 1.45
C -0.01 -1.04 1.48
O 0.06 -0.11 0.57
C 0.97 -0.84 2.62
C 2.03 0.07 2.50
C 2.94 0.21 3.58
C 2.82 -0.53 4.76
C 1.72 -1.39 4.90
C 0.81 -1.55 3.83
N 1.49 -2.08 6.14
O 2.31 -1.90 7.07
O 0.48 -2.81 6.26
N 3.99 1.21 3.53
O 3.99 2.04 2.60
O 4.85 1.22 4.43
H 2.13 0.65 1.59
H 3.55 -0.43 5.56
H -0.03 -2.23 3.96

Results
Highest occupied orbital energy (spin up / spin down), Ha: -0.3834 / -0.3834
Gap between HOMO and LUMO (spin up / spin down), eV: 5.4492 / 5.4486
Net charge: +1

---

Entry 2:
DFT (wB97M-V/def2-TZVPD) results for a 3-piece molecular cluster, C31H49Br2FIN3O2 overall.

Element x y z (Å)
C 2.41 0.09 -1.78
C 1.45 -0.94 -2.05
C 0.79 -2.46 -2.25
C 0.26 -3.06 -0.80
C -1.33 -2.74 -0.40
C -2.25 -1.83 -1.43
C -3.06 -2.73 -2.53
F -2.23 -3.81 -3.13
C -1.96 -3.34 1.03
C -3.51 -3.13 1.50
Br -3.72 -2.27 3.32
C -4.47 -4.48 1.30
C -4.40 -5.54 2.54
Br -3.73 -5.45 -0.32
C -0.92 -4.18 1.97
C 0.64 -4.49 1.57
C 1.27 -3.96 0.15
C 2.82 -4.35 -0.19
I 3.00 -5.84 -1.85
C 3.82 -3.08 -0.46
C 3.87 -1.98 0.77
C 1.26 -5.39 2.80
O 2.51 -5.76 3.11
N 0.14 -5.84 3.74
C -1.04 -4.91 3.42
O -1.89 -4.85 4.44
H 3.28 0.85 -1.50
H 1.58 -3.24 -2.66
H -0.06 -2.40 -3.08
H -3.06 -1.17 -0.86
H -1.60 -1.03 -2.04
H -4.10 -3.12 -2.10
H -3.36 -1.99 -3.42
H -3.97 -2.33 0.74
H -5.58 -4.16 1.01
H -5.24 -6.37 2.41
H -3.37 -6.15 2.52
H -4.55 -5.08 3.61
H 3.27 -4.93 0.76
H 3.65 -2.58 -1.52
H 4.92 -3.54 -0.52
H 4.20 -2.54 1.77
H 2.88 -1.37 0.91
H 4.72 -1.20 0.55
H 0.49 -5.36 4.63
C 5.18 2.95 0.93
C 6.37 3.34 0.05
N 5.99 3.72 -1.31
C 7.13 3.80 -2.23
C 8.19 4.86 -1.95
C 5.01 4.80 -1.44
C 5.35 6.14 -0.80
H 4.58 2.17 0.47
H 5.54 2.57 1.89
H 4.53 3.81 1.15
H 7.03 2.47 0.01
H 6.93 4.13 0.55
H 6.77 3.92 -3.25
H 7.63 2.82 -2.23
H 7.84 5.86 -2.21
H 9.07 4.66 -2.57
H 8.52 4.85 -0.91
H 4.06 4.45 -1.01
H 4.78 4.96 -2.50
H 5.74 6.04 0.22
H 4.45 6.76 -0.74
H 6.08 6.70 -1.39
C -4.13 1.60 2.00
C -5.19 2.59 1.51
N -4.88 3.18 0.21
C -5.73 4.33 -0.12
C -7.22 4.09 -0.29
C -4.65 2.24 -0.89
C -5.76 1.25 -1.22
H -3.14 2.06 2.01
H -4.36 1.29 3.03
H -4.10 0.70 1.39
H -5.25 3.38 2.26
H -6.16 2.09 1.51
H -5.34 4.82 -1.02
H -5.60 5.08 0.68
H -7.44 3.58 -1.23
H -7.75 5.05 -0.31
H -7.65 3.50 0.53
H -3.74 1.67 -0.67
H -4.40 2.80 -1.80
H -6.17 0.77 -0.34
H -5.37 0.46 -1.87
H -6.58 1.72 -1.77

Results
Highest occupied orbital energy, Ha: -0.3062
Gap between HOMO and LUMO, eV: 6.7580
SMILES: C#CCc1c(CCF)c([C@H](Br)[C@H](C)Br)c2c(c1[C@@H](I)CC)C(=O)NC2=O.CCN(CC)CC.CCN(CC)CC
Net charge: 0

---

The evaluated strongest force on any atom for the records listed, in turn: 8.7 9.8 eV Å⁻¹.